{"formula": "C26H27O", "method": "wB97M-V/def2-TZVPD", "elements": ["C", "C", "C", "C", "C", "C", "C", "H", "H", "H", "H", "H", "H", "H", "H", "H", "H", "H", "H", "C", "C", "C", "C", "O", "C", "C", "C", "C", "C", "C", "C", "C", "C", "C", "C", "C", "C", "C", "C", "H", "H", "H", "H", "H", "H", "H", "H", "H", "H", "H", "H", "H", "H", "H"], "coordinates": [[1.719, -2.132, 2.380], [0.424, -2.143, 1.644], [0.464, -2.306, 0.058], [-1.010, -2.044, -0.473], [-1.966, -1.124, 0.272], [-2.049, -1.304, 1.752], [-0.618, -1.332, 2.306], [1.531, -1.584, 3.325], [2.117, -3.127, 2.594], [2.460, -1.565, 1.803], [1.203, -1.563, -0.195], [-0.780, -1.639, -1.461], [-1.574, -2.974, -0.696], [-1.631, -0.105, 0.062], [-2.948, -1.208, -0.188], [-2.577, -0.441, 2.178], [-2.619, -2.185, 2.050], [-0.640, -1.528, 3.395], [-0.278, -0.290, 2.223], [5.683, -10.989, -1.750], [6.038, -9.661, -1.974], [5.582, -8.627, -1.139], [4.709, -8.941, -0.098], [4.164, -7.997, 0.779], [3.478, -6.832, 0.416], [2.254, -6.595, 1.096], [1.518, -5.455, 0.791], [1.988, -4.488, -0.107], [0.964, -3.416, -0.623], [1.454, -2.896, -2.103], [0.663, -3.055, -3.257], [0.940, -2.359, -4.448], [2.081, -1.538, -4.513], [2.990, -1.507, -3.446], [2.626, -2.126, -2.238], [3.208, -4.746, -0.738], [4.025, -5.852, -0.419], [4.402, -10.279, 0.183], [4.851, -11.286, -0.670], [6.061, -11.766, -2.410], [6.697, -9.394, -2.805], [5.899, -7.591, -1.278], [1.870, -7.331, 1.817], [0.497, -5.328, 1.208], [0.106, -4.036, -0.873], [-0.171, -3.793, -3.279], [0.282, -2.425, -5.330], [2.265, -0.882, -5.366], [3.978, -1.026, -3.527], [3.309, -2.072, -1.374], [3.572, -4.110, -1.555], [5.028, -5.944, -0.858], [3.791, -10.530, 1.053], [4.564, -12.323, -0.497]], "e_above_lowest_kcal_mol": 45.9, "homo_ha": -0.3908, "total_charge": 1, "homo_lumo_gap_ev": 4.746}